No. 1
A structure of composition C15H17Cl3N2O2Zn, computed with ωB97M-V with the def2-TZVPD basis set.

Results
M (g/mol): 429.1
Maximum force (eV/Å): 2.59
ΔE to the lowest compared entry with this formula, charge and spin (kcal per mole): 78.9
Gap between HOMO and LUMO (eV): 8.0

Structure (XYZ):
```
40
Properties=species:S:1:pos:R:3:forces:R:3
C -2.46597 -1.11788 0.72592 -0.52 -0.34 0.15
C -2.62690 2.28680 -1.41866 0.31 2.54 0.43
H -2.17535 -1.98333 0.11538 -0.31 0.35 0.14
H -3.49180 -1.20758 1.08030 -0.09 -0.38 0.04
H -1.79395 -1.02750 1.59902 -0.33 0.28 -0.70
H -2.01794 2.98260 -2.01648 -0.71 -0.15 0.26
H -2.93080 1.62367 -2.27012 0.55 -0.95 1.32
H -3.52162 2.81845 -1.09185 -0.10 -0.12 -0.42
C 0.37992 -2.62145 0.69967 0.74 -0.57 -0.31
C 1.33808 -3.64969 0.60592 -0.26 0.59 -0.20
C 2.37023 -3.48939 -0.32133 -0.22 0.26 -0.15
C 2.40666 -2.32094 -1.08809 -0.55 0.69 0.18
H -0.42011 -2.66980 1.43257 0.07 -0.15 -0.12
H 1.23005 -4.52556 1.24196 0.22 0.16 -0.16
H 3.14045 -4.24936 -0.47276 -0.28 0.21 0.16
H 3.20072 -2.11564 -1.80279 -0.12 -0.47 0.24
N 0.39342 -1.54298 -0.06640 -0.01 0.43 -0.11
C 1.39382 -1.33973 -0.92354 0.41 -1.55 0.31
C 1.41909 -0.05592 -1.66441 0.47 0.86 -0.48
N 0.33567 0.73873 -1.63036 -0.08 -0.24 0.12
C 0.44211 1.95357 -2.14877 0.81 0.24 -0.23
C 2.68458 1.62283 -2.90804 -0.18 -0.29 0.22
C 1.57947 2.46428 -2.77175 -0.06 -0.27 -0.01
H -0.40487 2.61403 -2.02378 0.33 -0.16 -0.20
H 1.55433 3.49036 -3.13203 0.17 -0.25 -0.01
C 2.60247 0.35721 -2.32634 -0.50 -0.16 0.19
H 3.43793 -0.34473 -2.34575 -0.18 0.57 -0.10
H 3.59413 1.93425 -3.43354 -0.40 -0.07 0.29
Zn -2.35144 0.52773 -0.28581 1.70 -0.99 0.63
C -1.68791 2.64783 0.11738 -0.35 1.00 -0.93
H -1.74308 3.72661 -0.09733 0.05 -0.50 0.22
H -0.62714 2.36653 0.21477 -0.62 -0.54 -0.32
H -2.24190 2.49649 1.05481 0.05 -0.45 -0.43
Cl 2.76522 1.29173 3.78478 -0.09 -0.19 0.15
C 1.21469 0.47072 3.50645 0.25 0.25 -0.81
Cl 1.43290 -1.30126 3.60130 0.05 0.12 0.18
Cl 0.04020 1.00074 4.72441 0.20 -0.11 0.02
C 0.68888 0.77564 1.99468 0.19 0.26 0.45
O 1.55984 0.99319 1.13375 -1.15 -0.17 0.86
O -0.56218 0.74048 1.98143 0.54 0.27 -0.88
```
Positions in Å, forces in eV/Å.

These are the natural (NBO) partial charges, in e, on atoms 1 to 8:
1. C -1.211
2. C -0.939
3. H 0.226
4. H 0.204
5. H 0.269
6. H 0.271
7. H 0.304
8. H 0.248

No. 2
An isolated molecule of C15H17ClN4O5S, computed with ωB97M-V with the def2-TZVPD basis set.

Results
SMILES string: Cn1c(CNC(=O)CNS(=O)(=O)c2ccc(Cl)cc2)cc(=O)n(C)c1=O
M (g/mol): 400.8
Maximum force (eV/Å): 0.81
Gap between HOMO and LUMO (eV): 8.9

Structure (XYZ):
```
43
Properties=species:S:1:pos:R:3:forces:R:3
C -2.32180 -1.97403 -0.15704 0.25 -0.38 -0.20
N -3.12236 -1.15647 0.73622 0.06 -0.12 0.19
C -3.51497 0.11037 0.40629 -0.51 0.55 0.30
C -3.01910 0.70574 -0.88085 0.07 0.20 -0.23
N -1.73081 1.33638 -0.64926 -0.29 -0.35 0.30
C -1.27731 2.32978 -1.43348 0.34 0.21 0.27
O -1.91879 2.83274 -2.33077 -0.13 0.17 -0.32
C 0.16860 2.73361 -1.11573 -0.36 0.16 0.18
N 1.10604 1.74324 -1.62223 0.20 -0.67 0.41
S 1.15842 0.26366 -0.83336 0.35 0.07 -0.69
O 0.74367 0.48034 0.52621 0.33 0.29 0.21
O 0.44611 -0.73183 -1.58739 0.45 0.04 -0.24
C 2.90538 -0.07786 -0.89066 -0.51 -0.01 0.03
C 3.40372 -0.95683 -1.83305 -0.15 -0.05 -0.02
C 4.76624 -1.19227 -1.88969 0.11 0.10 0.10
C 5.60542 -0.53720 -0.99670 -0.39 0.02 -0.04
Cl 7.29973 -0.82378 -1.06399 0.24 -0.04 -0.01
C 5.09919 0.34315 -0.04730 -0.05 -0.04 -0.06
C 3.73613 0.57235 0.00209 0.07 0.02 0.08
C -4.28725 0.83669 1.24208 0.11 0.02 -0.34
C -4.72781 0.31278 2.51189 0.18 -0.11 -0.23
O -5.41801 0.89569 3.32048 -0.09 0.10 0.10
N -4.28260 -0.98580 2.76985 -0.14 0.06 0.20
C -4.69761 -1.56610 4.03506 -0.09 -0.17 0.27
C -3.50350 -1.74893 1.93727 0.09 -0.05 -0.16
O -3.16120 -2.87697 2.21926 0.06 -0.26 0.09
H -2.06788 -2.88247 0.38723 -0.01 0.15 -0.14
H -1.40416 -1.46989 -0.45664 -0.12 0.00 0.01
H -2.89716 -2.24840 -1.04282 0.04 0.00 -0.01
H -2.93280 -0.04819 -1.67021 -0.10 0.09 0.06
H -3.70160 1.48675 -1.22785 0.03 -0.23 0.09
H -1.11606 0.92961 0.04339 -0.10 0.17 0.01
H 0.38904 3.69326 -1.58725 -0.07 -0.15 0.07
H 0.32431 2.79887 -0.03841 -0.06 0.18 -0.06
H 1.00866 1.60252 -2.61765 0.08 -0.16 -0.22
H 2.71763 -1.45375 -2.50025 -0.01 -0.11 -0.12
H 5.17797 -1.87626 -2.61459 0.04 -0.05 -0.05
H 5.76730 0.83665 0.64040 0.06 0.03 0.05
H 3.30420 1.23873 0.73074 0.05 0.12 0.14
H -4.59534 1.83663 0.99047 0.00 0.09 -0.07
H -4.33699 -2.59010 4.07854 -0.04 0.12 0.00
H -4.28409 -0.98105 4.85648 -0.06 -0.03 -0.01
H -5.78473 -1.53696 4.10320 0.07 0.01 0.04
```
Positions in Å, forces in eV/Å.

These are the natural (NBO) partial charges, in e, on atoms 1 to 8:
1. C -0.437
2. N -0.424
3. C 0.268
4. C -0.267
5. N -0.625
6. C 0.651
7. O -0.614
8. C -0.317

No. 3
A structure of composition C15H17EuN, computed with ωB97M-V with the def2-TZVPD basis set.

Results
Charge: -2
Multiplicity: 8
M (g/mol): 363.3
Maximum force (eV/Å): 2.07
Gap between HOMO and LUMO (spin up / spin down) (eV): 4.2 / 4.2

Structure (XYZ):
```
34
Properties=species:S:1:pos:R:3:forces:R:3
C 0.47500 1.98308 -1.28707 0.13 0.41 0.62
C 1.70508 1.62709 -0.65678 -0.45 0.71 0.30
C 1.57456 1.86670 0.74912 -0.40 0.73 -0.41
C 0.24570 2.36744 0.99157 0.45 0.40 -0.66
C -0.43580 2.42492 -0.27385 0.97 0.32 0.11
Eu -0.15714 -0.16212 0.44702 0.31 -0.58 -0.36
C 0.78455 -1.59443 -1.59514 0.44 0.38 0.90
C -0.52308 -1.27744 -2.12238 -0.92 0.20 -1.84
C -0.76286 -1.21673 -3.51426 0.47 0.03 0.55
N -1.52062 -0.91926 -1.24358 -0.88 -0.51 0.14
H 2.36419 1.74978 1.49790 -0.36 -0.06 -0.25
H 2.61256 1.29713 -1.17323 -0.50 -0.02 0.27
H -0.16969 2.65167 1.96239 0.15 -0.13 -0.33
H -1.46083 2.77041 -0.44280 0.40 -0.20 0.09
H 0.27704 1.96318 -2.36543 0.00 -0.29 0.59
H 1.64326 -1.24321 -2.17724 -0.17 -0.66 0.08
H -2.39437 -0.68768 -1.72311 0.47 -0.25 -0.09
H 0.91025 -2.38466 -0.83536 -0.02 0.24 -0.47
H 0.05987 -1.43792 -4.20277 -0.44 -0.05 0.08
H -1.74188 -0.89604 -3.88899 0.35 0.11 -0.03
C -0.25421 -2.28565 1.92585 -0.31 -0.37 0.58
C -0.58882 -1.59094 3.10769 0.48 -0.52 -1.26
C 0.31614 -1.61904 4.21923 0.16 0.30 0.52
C -0.07381 -1.13975 5.45213 0.19 0.00 -0.13
C -1.30657 -0.48271 5.61158 -0.37 -0.06 0.01
C -2.11859 -0.27702 4.48834 -0.06 -0.03 0.05
C -1.76048 -0.76554 3.23703 -0.17 -0.09 0.15
H 0.78714 -2.58526 1.78243 -0.32 -0.39 0.12
H -1.00458 -2.63756 1.19610 0.47 0.51 0.34
H 1.31075 -2.06867 4.06577 -0.61 0.02 0.18
H 0.56267 -1.29760 6.33335 -0.10 0.18 -0.37
H -1.63546 -0.15798 6.59219 0.03 0.06 -0.01
H -3.06978 0.25788 4.61552 0.40 -0.07 -0.12
H -2.37025 -0.54957 2.33726 0.21 -0.32 0.66
```
Positions in Å, forces in eV/Å.

These are the Löwdin partial charges, in e, on atoms 1 to 8:
1. C -0.226
2. C -0.246
3. C -0.288
4. C -0.309
5. C -0.272
6. Eu 1.444
7. C -0.262
8. C -0.742

No. 4
An isolated molecule of C15H17F3N2O6, computed with ωB97M-V with the def2-TZVPD basis set.

Results
SMILES string: CCOC(=O)[C@H]1[C@H](c2ccc(O)c(OC)c2)NC(=O)N[C@@]1(O)C(F)(F)F
M (g/mol): 378.3
Maximum force (eV/Å): 19.03
ΔE to the lowest compared entry with this formula, charge and spin (kcal per mole): 269.6
Gap between HOMO and LUMO (eV): 8.7

Structure (XYZ):
```
43
Properties=species:S:1:pos:R:3:forces:R:3
C 0.65616 -1.85219 3.40087 0.67 -2.98 -1.07
C 0.48805 -0.46381 3.44901 1.85 6.07 0.81
O 0.36142 0.23035 2.01072 -13.50 -6.41 9.97
C 1.22642 0.64608 1.39588 0.91 1.81 -5.89
O 2.29751 0.62690 1.69465 14.06 -0.29 3.95
C 0.97437 1.08206 0.08940 -11.96 12.22 8.35
C -0.54385 1.08745 -0.17877 -4.46 -1.01 0.39
C -1.14520 -0.37049 -0.27693 0.03 0.81 0.17
C -2.02961 -0.90300 0.64571 2.81 -3.50 -2.35
C -2.03935 -2.44304 0.44489 -1.63 3.18 -2.13
C -1.91354 -3.07633 -0.80139 4.25 8.96 0.19
O -2.27370 -4.22363 -1.03013 -6.71 -0.93 7.61
C -1.13193 -2.27772 -1.93502 -3.30 -2.22 8.08
O -0.87782 -3.09306 -2.88698 1.05 -1.05 -2.50
C 0.01119 -2.57151 -3.80332 -3.00 0.69 -6.71
C -0.68413 -1.12832 -1.42190 1.43 4.43 -3.72
N -0.91946 1.82673 -1.45363 1.43 -2.95 5.06
C -0.09290 2.77355 -1.76968 -0.89 5.04 -11.12
O -0.28236 3.37759 -2.90474 -2.48 -0.16 1.21
N 1.15358 3.04909 -1.54610 1.89 -5.43 9.67
C 1.42146 2.48587 0.01859 4.82 2.75 -6.23
O 2.95743 2.49224 -0.02771 -4.38 3.16 -2.45
C 0.84482 3.54636 0.89360 0.79 0.42 5.73
F -0.45848 3.81557 0.93354 0.81 -0.99 -0.65
F 1.17617 2.88909 2.33681 -1.22 1.66 -2.68
F 1.44374 4.72826 1.03452 0.10 -1.28 -1.14
H -0.29213 -2.29210 2.86052 2.11 0.18 1.16
H 0.72116 -2.08604 4.55458 0.06 -0.36 -2.45
H 1.64492 -1.93363 2.80391 -1.56 -1.22 1.10
H -0.35290 -0.27649 4.14514 -0.13 1.13 -1.36
H 1.43084 0.11491 3.85995 -1.93 -1.23 -0.70
H 1.33800 0.58996 -0.48953 8.18 -9.97 -12.18
H -1.20789 1.51204 0.70387 1.87 -0.41 -1.56
H -2.45498 -0.39426 1.50961 0.25 -0.26 -0.21
H -2.74663 -2.90257 1.02348 -1.35 -1.58 1.99
H -1.95086 -4.67623 -1.64800 4.45 -5.27 -8.29
H -0.43364 -1.63811 -4.35389 0.39 -1.15 1.36
H 0.92430 -2.24586 -3.50917 2.84 0.35 1.66
H 0.06981 -3.21241 -4.77347 0.17 0.33 2.23
H -0.20281 -0.38936 -2.26998 -0.57 -1.84 2.27
H -1.89200 1.82626 -1.68008 -0.14 0.49 -0.54
H 1.75130 3.78801 -1.74091 0.25 1.76 -0.99
H 3.03354 1.96183 0.69205 1.75 -2.96 3.95
```
Positions in Å, forces in eV/Å.

These are the natural (NBO) partial charges, in e, on atoms 1 to 8:
1. C -0.668
2. C -0.069
3. O -0.470
4. C 0.814
5. O -0.640
6. C -0.343
7. C -0.042
8. C -0.061

No. 5
A cluster of 2 separate species, C15H17NO3S in total, computed with ωB97M-V with the def2-TZVPD basis set.

Results
M (g/mol): 291.4
Maximum force (eV/Å): 3.81
ΔE to the lowest compared entry with this formula, charge and spin (kcal per mole): 114.2
Gap between HOMO and LUMO (eV): 3.4

Structure (XYZ):
```
37
Properties=species:S:1:pos:R:3:forces:R:3
C -4.91699 3.18673 0.16643 -0.17 0.77 -0.26
O -4.84896 1.90631 0.74512 1.77 -1.57 -0.26
C -3.70966 1.20268 0.40314 -0.53 0.12 0.26
C -3.51511 -0.06889 0.97111 -0.60 0.35 0.20
C -2.41446 -0.81757 0.66802 0.13 0.11 -0.32
C -1.41811 -0.35645 -0.23412 -0.04 0.18 -0.04
C -0.36158 -1.23687 -0.54601 0.35 0.32 -0.20
C 0.76826 -1.15600 -1.41220 -0.04 0.04 -0.07
C 1.65478 -2.25434 -1.41328 -0.26 -0.12 0.30
C 2.75701 -2.29412 -2.23023 0.26 -0.29 -0.01
C 3.03791 -1.23510 -3.06943 0.06 -0.20 0.09
C 2.20122 -0.13578 -3.08608 -0.25 0.41 0.05
C 1.08453 -0.09369 -2.28525 0.05 0.10 -0.02
C -1.59835 0.94777 -0.75613 0.14 -0.37 0.26
C -2.71123 1.68293 -0.46817 -0.63 0.47 0.14
H -5.80706 3.70291 0.52908 0.08 -0.33 0.08
H -4.03626 3.76538 0.44986 -0.08 0.14 -0.06
H -4.97715 3.09415 -0.91921 -0.02 0.17 -0.03
H -4.26213 -0.43406 1.65610 -0.08 -0.09 0.12
H -2.29771 -1.78833 1.11838 0.03 -0.20 0.10
H -0.43898 -2.18726 -0.04491 0.09 -0.26 0.27
H 1.47157 -3.07557 -0.74237 -0.05 -0.14 0.21
H 3.41558 -3.14841 -2.21057 0.02 -0.07 0.09
H 3.90650 -1.26587 -3.70644 0.14 0.02 -0.07
H 2.44082 0.70379 -3.71809 -0.07 0.11 -0.10
H 0.45818 0.76962 -2.35531 -0.12 0.19 -0.04
H -0.83954 1.40851 -1.35497 0.04 0.06 -0.15
H -2.82112 2.65582 -0.91094 0.14 0.14 -0.06
C 3.81809 -0.21634 3.62459 -0.23 -0.12 -0.33
S 2.97935 -0.69847 2.06934 -2.01 1.66 1.47
N 1.57731 0.09741 2.32642 3.55 -0.23 1.36
O 3.83104 -0.10441 1.00744 -0.78 -1.40 0.49
O 2.80126 -2.17007 2.16921 0.67 1.00 -1.04
H 4.81363 -0.65369 3.67525 -0.03 -0.14 -0.28
H 3.90585 0.86656 3.67168 -0.11 0.00 -0.21
H 3.23410 -0.56243 4.47380 -0.14 -0.08 -0.15
H 0.81739 -0.03684 1.73872 -1.27 -0.75 -1.77
```
Positions in Å, forces in eV/Å.

These are the natural (NBO) partial charges, in e, on atoms 1 to 8:
1. C -0.260
2. O -0.455
3. C 0.394
4. C -0.276
5. C -0.060
6. C -0.211
7. C 0.134
8. C -0.099

No. 6
A cluster of 2 separate species, C15H18 in total, computed with ωB97M-V with the def2-TZVPD basis set.

Results
SMILES string: CCc1ccccc1.Cc1ccccc1
M (g/mol): 198.3
Maximum force (eV/Å): 5.82
ΔE to the lowest compared entry with this formula, charge and spin (kcal per mole): 55.2
Gap between HOMO and LUMO (eV): 9.5

Structure (XYZ):
```
33
Properties=species:S:1:pos:R:3:forces:R:3
C 1.40266 -0.21429 -2.25158 1.27 -1.59 1.69
C 0.68636 1.14467 -2.16111 -0.08 0.89 -1.05
C -0.69033 1.05133 -1.48544 0.61 -1.42 -1.78
C -1.24348 2.10575 -0.79326 -1.92 1.55 2.14
C -2.59857 2.13431 -0.23843 1.78 -4.56 -2.96
C -3.36658 0.89157 -0.55219 2.46 2.99 1.11
C -2.67395 -0.21778 -1.08224 -0.15 2.64 -0.52
C -1.40095 -0.14839 -1.68177 -2.00 1.69 1.87
H 1.13878 -0.99583 -3.02457 -0.49 1.29 0.71
H 1.40260 -0.73153 -1.24605 -0.58 0.33 -0.93
H 2.49089 -0.17362 -2.36082 0.00 0.78 -0.40
H 1.22789 1.98344 -1.57842 -0.24 -1.53 -1.21
H 0.58191 1.43264 -3.28025 -0.08 0.27 1.89
H -0.63503 3.00911 -0.57381 -0.23 -0.73 -0.34
H -2.90045 2.92407 0.40248 -0.58 0.63 0.05
H -4.44306 0.93714 -0.40725 0.22 -0.62 0.37
H -3.29630 -1.03274 -1.18642 -0.90 -2.06 -0.54
H -1.16572 -0.94660 -2.34014 0.91 -0.53 -0.13
C -0.36197 0.55193 2.30537 2.42 3.58 -3.90
C 0.67177 -0.37503 1.62622 -1.48 1.87 0.38
C 1.93962 0.18733 1.41269 -0.44 -5.72 -0.26
C 2.93352 -0.81529 1.26885 0.43 0.72 0.47
C 2.63132 -2.18714 1.22087 -0.28 2.64 0.29
C 1.33261 -2.60980 1.22008 -0.51 -3.04 0.65
C 0.31459 -1.71352 1.38483 -0.50 1.78 0.52
H 0.17616 1.56045 2.54611 -0.79 -1.78 -0.11
H -0.77588 0.21366 3.15572 -1.30 -1.55 2.96
H -1.15037 0.91940 1.62808 0.05 -0.61 0.10
H 2.12288 1.19052 1.39852 0.53 2.45 0.43
H 3.96746 -0.49629 1.45906 -0.24 -0.27 -0.66
H 3.36865 -2.88411 1.41200 1.64 -1.26 -0.13
H 1.20082 -3.73827 1.38818 -0.25 1.74 -0.83
H -0.77089 -1.88536 1.45012 0.73 -0.59 0.09
```
Positions in Å, forces in eV/Å.

These are the natural (NBO) partial charges, in e, on atoms 1 to 8:
1. C -0.643
2. C -0.424
3. C -0.033
4. C -0.218
5. C -0.207
6. C -0.214
7. C -0.213
8. C -0.200